Record 1
102
Properties=species:S:1:pos:R:3:forces:R:3 method="wB97M-V/def2-TZVPD" e_homo_ev=-12.061 lumo_energy_ev=-4.71 charge=+1
O 5.984 2.458 0.784 -4.3 -1.1 2.5
C 4.899 2.153 1.324 2.0 1.0 -1.8
O 4.743 1.637 2.638 0.3 2.1 -1.8
C 5.404 2.459 3.629 2.4 0.2 0.5
O 4.444 3.271 4.343 0.5 -2.3 2.0
C 4.139 2.762 5.624 -2.0 0.8 1.1
F 5.005 3.273 6.654 -1.5 -2.9 -3.5
F 2.841 3.277 5.949 3.2 -1.5 -1.0
F 4.013 1.356 5.691 0.9 3.5 -0.1
C 3.531 2.288 0.471 -2.7 -1.3 -1.0
C 2.891 3.634 0.050 -1.7 -3.5 -0.9
C 1.550 3.581 -0.728 2.9 -1.8 1.9
N 0.965 2.302 -1.022 2.3 -0.1 1.3
C 1.509 1.014 -0.689 2.3 2.7 2.2
C 2.849 0.919 0.092 -1.7 4.6 -0.6
H 6.172 3.196 3.176 -1.6 -1.3 0.3
H 6.031 1.767 4.309 -1.5 1.0 -0.9
H 3.409 4.610 0.315 -1.0 -1.4 -0.5
H 1.017 4.550 -1.034 0.7 -2.0 0.4
H 0.048 2.311 -1.523 1.3 -0.2 0.8
H 0.939 0.046 -0.967 0.0 2.9 0.7
H 3.316 -0.086 0.377 -0.9 2.0 -0.4
C -3.045 3.860 -2.952 -0.9 0.4 -0.4
Cl -1.552 3.083 -2.362 -0.3 0.4 -0.7
Cl -4.392 2.727 -2.751 0.5 0.4 -0.2
Cl -3.354 5.339 -2.021 0.3 -0.3 -0.2
Cl -2.860 4.269 -4.669 0.1 -0.2 0.4
C -1.904 1.009 1.519 -0.3 -0.1 0.3
Cl -0.608 2.020 2.198 -0.1 -0.1 -0.1
Cl -3.018 0.528 2.811 0.3 0.2 -0.3
Cl -2.791 1.933 0.287 0.3 -0.4 0.4
Cl -1.196 -0.442 0.773 -0.2 0.2 0.1
C 4.053 6.642 8.412 0.0 0.0 -0.2
Cl 3.723 5.138 7.525 0.3 1.8 1.0
Cl 4.382 6.262 10.119 -0.4 0.0 -0.3
Cl 5.467 7.448 7.699 -0.7 -0.1 -0.3
Cl 2.643 7.720 8.307 0.4 0.1 0.1
C -0.611 4.314 7.726 0.0 0.1 0.3
Cl -0.355 3.661 6.092 -0.1 0.1 0.2
Cl -0.858 2.974 8.866 0.0 0.2 -0.2
Cl 0.809 5.259 8.219 -1.1 -0.4 -0.1
Cl -2.046 5.363 7.725 0.2 -0.2 0.0
C -1.118 -4.559 1.215 -0.2 -0.1 0.2
Cl -2.722 -5.245 0.881 0.3 0.1 0.0
Cl -0.601 -3.562 -0.164 -0.7 -0.2 0.6
Cl -1.196 -3.553 2.678 0.0 -0.2 -0.2
Cl 0.050 -5.875 1.461 -0.2 0.3 -0.1
C -6.610 4.811 0.758 -0.2 0.1 0.0
Cl -6.051 6.480 1.000 -0.1 -0.3 0.0
Cl -5.222 3.782 0.339 -0.6 0.2 0.5
Cl -7.378 4.220 2.249 0.1 0.3 -0.7
Cl -7.794 4.770 -0.566 0.2 0.0 0.2
C -5.510 -1.343 -2.718 -0.2 -0.2 0.0
Cl -5.119 -1.157 -4.438 -0.2 0.1 0.4
Cl -7.215 -0.920 -2.450 0.3 0.0 0.0
Cl -5.226 -3.024 -2.221 -0.5 0.6 0.0
Cl -4.473 -0.269 -1.756 -0.2 -0.3 0.1
C -1.646 -3.286 -3.955 -0.1 -0.3 -0.3
Cl -2.657 -4.470 -3.096 0.8 0.0 -0.3
Cl -2.458 -2.785 -5.453 0.3 -0.2 0.2
Cl -1.384 -1.863 -2.920 0.0 0.0 -0.1
Cl -0.081 -4.025 -4.354 -0.6 0.3 -0.1
C 2.907 -2.698 -2.095 0.1 -0.8 -0.4
Cl 2.226 -1.172 -1.471 1.1 -2.9 -1.6
Cl 3.006 -2.619 -3.866 0.0 0.1 1.0
Cl 4.533 -2.940 -1.422 -0.3 0.2 -0.1
Cl 1.858 -4.050 -1.614 1.0 0.6 -0.2
C 4.442 -4.284 -7.097 0.2 -0.2 -0.1
Cl 3.644 -2.760 -6.647 0.1 -0.1 -0.7
Cl 4.496 -5.362 -5.686 0.0 0.2 -0.2
Cl 3.532 -5.065 -8.407 0.1 0.2 0.3
Cl 6.097 -3.944 -7.644 -0.3 0.0 0.1
C 1.757 -8.093 -4.283 0.1 -0.1 -0.1
Cl 3.221 -8.928 -3.724 -0.3 0.2 -0.1
Cl 0.342 -9.133 -4.013 1.1 0.0 -0.1
Cl 1.557 -6.576 -3.376 0.2 -0.5 -0.2
Cl 1.904 -7.733 -6.016 -0.1 -0.1 0.3
C -4.097 -8.463 -3.684 -0.2 -0.1 0.0
Cl -4.894 -9.886 -4.388 0.2 0.3 0.1
Cl -4.604 -7.005 -4.564 -0.1 -0.2 0.4
Cl -4.561 -8.309 -1.976 0.1 0.0 -0.2
Cl -2.329 -8.656 -3.799 -1.1 0.3 0.4
C -5.925 1.927 6.072 -0.1 0.1 0.2
Cl -4.628 2.907 6.787 -0.2 -0.2 -0.2
Cl -7.095 1.483 7.332 0.2 0.1 -0.2
Cl -6.747 2.862 4.804 0.4 -0.4 0.5
Cl -5.231 0.450 5.367 -0.1 0.1 0.1
C -4.026 -0.231 -8.597 0.0 0.0 -0.2
Cl -5.035 -1.430 -7.759 0.2 0.1 -0.1
Cl -4.843 0.295 -10.083 0.2 -0.1 0.3
Cl -3.768 1.170 -7.534 0.0 -0.2 -0.1
Cl -2.459 -0.960 -9.007 -0.3 0.1 0.1
C -2.750 -7.674 -8.430 0.0 -0.1 0.0
Cl -2.885 -9.209 -9.314 0.0 0.3 0.2
Cl -2.478 -8.005 -6.706 0.2 0.0 -0.8
Cl -1.385 -6.736 -9.076 -0.2 -0.1 0.1
Cl -4.252 -6.744 -8.624 0.2 -0.1 0.0
C 8.940 7.513 10.214 0.0 -0.1 0.1
Cl 9.549 7.232 11.859 -0.1 0.1 -0.3
Cl 8.933 9.257 9.874 0.0 -0.3 0.0
Cl 9.992 6.685 9.044 -0.1 0.1 0.2
Cl 7.286 6.877 10.076 1.0 0.1 0.5

Record 2
123
Properties=species:S:1:pos:R:3:forces:R:3 method="wB97M-V/def2-TZVPD" e_homo_ev=-8.877 lumo_energy_ev=0.12 relative_energy_kj_mol=2578.4
C 47.279 38.761 41.345 3.3 -1.7 2.5
C 46.645 37.619 42.282 4.0 4.4 -0.7
C 46.863 38.047 43.725 -0.3 -2.1 1.9
O 48.203 38.240 44.055 1.8 0.7 -0.1
C 48.448 39.005 45.250 -1.8 -3.8 0.5
N 45.311 37.491 42.068 0.0 5.8 -15.1
H 46.885 39.740 41.783 0.4 -1.2 -1.6
H 47.177 38.395 40.306 -0.5 1.1 0.4
H 48.547 38.697 41.566 -3.6 0.5 -0.7
H 47.011 36.687 42.062 2.5 -2.2 -0.2
H 46.538 37.255 44.481 -0.3 0.3 -1.1
H 46.201 38.862 43.986 0.0 1.0 -0.3
H 48.097 39.937 45.082 -0.8 3.5 -0.5
H 49.481 38.978 45.553 0.3 -0.3 -0.1
H 47.750 38.586 46.050 1.1 0.3 -0.4
H 45.150 37.172 42.800 -5.9 -7.2 14.9
H 45.184 36.754 41.340 -0.5 1.0 1.0
C 52.465 35.975 46.150 -7.3 0.7 0.3
C 51.927 36.136 47.590 1.9 4.7 -4.3
C 52.947 36.811 48.408 0.8 -2.2 5.6
O 54.123 35.962 48.615 -1.2 1.2 -1.1
C 55.164 36.675 49.258 0.7 -1.2 -2.3
N 50.840 37.091 47.424 -3.5 -2.2 3.7
H 52.931 36.831 45.675 -1.6 1.9 0.2
H 51.712 35.430 45.369 2.2 0.7 3.4
H 53.337 35.661 46.080 7.8 -5.5 0.3
H 51.613 35.263 47.935 -1.5 -3.7 1.7
H 52.541 36.951 49.594 0.6 -0.1 -3.1
H 53.146 37.806 48.093 0.6 0.5 -0.6
H 55.597 37.418 48.572 -0.7 0.8 0.3
H 56.013 35.960 49.132 -0.5 0.2 1.7
H 54.765 37.078 50.186 0.9 -0.1 0.4
H 51.171 37.993 47.289 1.2 1.6 -0.7
H 50.379 37.161 48.429 0.9 -0.1 -2.6
C 50.187 35.641 41.504 1.7 -0.6 6.2
C 50.773 35.455 42.921 -0.9 0.2 0.2
C 51.527 36.588 43.509 0.7 -0.3 0.6
O 52.697 36.724 42.756 -0.4 -0.8 -1.6
C 53.392 37.856 42.925 -3.6 3.3 6.1
N 49.681 35.212 43.811 -4.6 1.7 -5.4
H 49.509 34.961 41.422 -3.5 -4.8 -1.5
H 51.010 35.734 41.059 5.8 0.4 -5.5
H 49.700 36.472 41.620 -2.7 5.3 0.1
H 51.470 34.664 43.144 0.1 -1.3 -1.2
H 51.865 36.392 44.554 -1.1 0.7 -2.9
H 50.784 37.343 43.651 0.0 2.0 -0.8
H 53.722 38.018 44.059 -0.2 -0.5 -1.8
H 52.763 38.791 42.825 0.4 -0.7 -0.4
H 54.191 37.938 42.371 4.2 0.0 -3.1
H 49.177 36.026 44.104 -0.1 0.7 0.1
H 50.148 34.851 44.464 3.2 -3.8 7.7
C 48.710 42.636 47.005 -0.1 -0.7 -2.9
O 48.756 43.907 47.460 1.2 3.2 -4.5
H 48.290 42.493 45.975 0.1 0.8 0.5
H 48.014 42.170 47.614 -0.7 -2.3 1.2
H 49.718 42.308 46.902 0.7 -1.4 0.5
H 48.537 43.849 48.311 -1.3 0.3 5.2
C 42.600 35.502 44.657 -0.3 -0.7 -1.7
O 43.874 35.544 44.100 1.4 -0.5 -0.9
H 42.579 36.395 45.180 -1.3 1.6 1.5
H 42.425 34.627 45.221 0.1 -0.8 1.3
H 41.829 35.399 43.886 0.0 0.7 -0.2
H 44.374 34.797 44.441 -0.1 -0.1 0.0
C 51.325 40.074 48.607 1.8 -0.6 -1.3
O 52.555 39.520 49.225 -16.7 -5.9 6.2
H 50.976 40.822 49.320 -0.6 -0.3 -0.4
H 50.584 39.271 48.208 1.2 1.5 1.8
H 51.646 40.543 47.646 -0.3 0.2 0.8
H 53.237 39.788 48.941 14.5 6.3 -6.7
C 51.883 41.379 45.010 2.6 -8.1 -2.4
O 52.329 41.456 43.645 1.0 0.4 1.3
H 52.671 41.079 45.767 -0.2 0.2 -1.4
H 51.220 40.462 44.849 0.2 1.2 1.5
H 51.450 42.118 45.448 -3.1 5.2 1.8
H 51.892 42.219 43.319 -0.4 1.1 -1.0
C 48.251 42.009 42.824 2.3 4.1 -0.3
O 48.378 43.384 42.404 0.2 3.6 0.1
H 48.290 41.493 41.953 0.8 -2.1 -2.2
H 47.311 42.076 43.117 -4.2 -1.4 2.6
H 49.067 42.121 43.462 1.1 -2.5 1.8
H 48.388 44.003 43.214 -0.1 -1.7 -1.9
C 45.082 35.886 38.837 0.2 -3.2 -2.8
O 44.842 35.417 40.179 0.6 -1.6 -1.6
H 45.226 36.869 38.931 -1.0 4.3 0.3
H 44.292 35.570 37.976 1.6 0.8 2.4
H 46.134 35.810 38.340 -1.3 -1.6 1.1
H 45.012 34.449 40.200 -0.2 1.0 0.1
C 44.613 40.978 46.502 -3.4 -3.2 -2.3
O 44.056 40.799 47.796 3.4 -3.1 2.3
H 45.108 41.912 46.364 0.0 0.8 -0.3
H 43.627 40.706 45.845 2.4 1.8 0.7
H 45.235 40.125 46.118 0.1 0.7 0.9
H 44.671 40.038 48.250 -2.5 3.0 -1.4
C 52.039 38.903 39.762 -1.2 -1.6 1.4
O 51.452 38.663 38.486 -1.6 -3.6 3.6
H 51.055 38.964 40.458 2.8 -0.5 -1.0
H 52.459 39.856 39.730 0.8 1.8 0.4
H 52.957 38.168 40.163 -2.9 1.4 -1.3
H 51.744 39.128 37.784 2.1 2.6 -3.1
C 42.294 39.266 41.995 3.7 3.3 -4.1
O 43.343 39.953 42.648 -8.5 6.2 0.2
H 42.693 39.303 40.891 -1.5 -0.9 1.6
H 41.360 39.751 42.042 -0.8 1.2 0.3
H 42.171 38.361 42.372 -0.4 -4.4 1.3
H 44.069 39.541 42.764 7.6 -5.4 0.6
C 46.982 39.628 36.577 -0.2 -5.7 7.7
O 46.768 38.289 36.263 0.3 -2.8 0.1
H 46.090 40.043 36.586 -4.2 2.5 0.6
H 47.510 39.985 35.901 5.4 3.9 -5.7
H 47.454 39.485 37.626 -0.5 1.9 -1.5
H 47.400 37.779 36.822 -0.9 0.2 -1.3
C 48.915 36.744 38.385 -0.3 -2.0 2.3
O 48.655 36.199 37.069 -0.6 1.6 0.5
H 48.791 37.775 38.767 -0.1 0.4 -2.2
H 49.941 36.520 38.647 0.1 -0.1 0.3
H 48.220 36.281 39.168 0.9 -0.2 -1.0
H 49.192 35.415 36.921 0.1 0.2 0.4
C 46.577 34.173 44.939 0.0 0.8 -1.2
O 45.408 33.474 45.337 -1.1 1.9 0.2
H 46.851 35.143 45.463 -0.9 -1.1 -0.2
H 46.334 34.395 43.855 1.3 0.0 1.0
H 47.387 33.484 45.119 0.7 0.2 -0.7
H 45.684 32.673 45.711 0.2 -1.6 0.9